The following is a quantum chemistry calculation of a 3-piece molecular cluster, C5H10NO2 overall, from the Open Molecules 2025 dataset.

Geometry as XYZ:
```
18
Properties=species:S:1:pos:R:3:forces:R:3
O -1.334219 -1.622360 1.633724 1.0983 0.1021 -0.1193
C -0.420659 -1.311876 0.909254 -0.4583 -2.0793 1.3094
C -0.570402 0.288965 0.248573 -3.0253 0.7816 -1.5972
C -0.892110 -0.787254 -0.637402 1.1172 2.9030 -1.5467
C 2.673138 -0.180095 -0.016572 1.7812 2.5591 0.7933
C 3.504077 0.778001 -0.358982 -1.1092 -1.9354 0.1494
O -2.934931 0.789397 -1.418129 0.5448 -0.5762 0.5041
N -1.708427 0.892030 0.822463 2.0968 -0.5179 0.3208
H 0.544513 -1.830491 0.900517 -0.0250 0.0172 0.0236
H 0.335463 0.898512 0.099005 0.3893 -0.8277 0.7190
H -0.084553 -1.022580 -1.339392 -0.2982 -0.5839 0.1013
H -1.953322 -0.910838 -0.905474 0.0333 -0.3955 0.3369
H 2.731455 -0.304903 1.083789 -1.0253 -0.9886 -0.1295
H 3.712253 1.718985 -0.842576 0.0074 0.0598 -0.2798
H 4.324020 0.071434 0.021808 0.3140 0.4442 -0.4651
H -3.561380 1.345666 -1.889429 0.0045 -0.0855 -0.0361
H -2.441518 0.876003 0.066189 -0.7898 0.3254 -0.7609
H -1.923397 0.311397 1.622635 -0.6558 0.7975 0.6769
```
Positions in Å, forces in eV/Å.

Output
E_LUMO ... -8.2 eV
Charge ... +1
HOMO-LUMO gap ... 0.1087 Ha
Relative energy (zero: lowest compared OMol25 entry of this formula, charge and spin) ... 317.2 kcal/mol
Largest force on an atom ... 0.0682 hartree/bohr
E_HOMO ... -11.18 eV
2S+1 ... 1